Computed, not measured: the molecule C4H6N2O, with the ωB97M-V functional and the def2-TZVPD basis.

Geometry as ORCA input:
```
! RIJCOSX wB97M-V def2-TZVPD def2/J DEFGRID3
* xyz 0 1
H 0.835 1.522 1.509
N 0.115 0.937 1.102
C 0.587 0.047 0.326
C 2.055 -0.185 0.046
N -0.403 -0.841 -0.189
C -1.267 -0.382 -1.327
C -1.716 -0.091 -0.166
O -2.629 0.303 0.710
H 2.265 -0.302 -1.022
H 2.433 -1.079 0.556
H 2.625 0.675 0.415
H -1.386 -0.667 -2.352
H -3.512 0.063 0.392
*
```

Computed properties:
- HOMO-LUMO gap: 8.970 eV
- E_tot: -340.6211 Ha
- HOMO energy: -8.28 eV
- ΔE to the lowest compared entry with this formula, charge and spin: 456.4 kJ/mol
- LUMO energy: 0.7 eV
- SMILES string: [H]/N=C(\C)N1C=C1O

Löwdin atomic charge list, values in e, 6 entries: 0.0538, 0.1521, -0.4682, -0.0277, 0.0362, 0.0412

Computed, not measured: the molecule C4H6N2O, with the ωB97M-V functional and the def2-TZVPD basis.

Geometry as ORCA input:
```
! RIJCOSX wB97M-V def2-TZVPD def2/J DEFGRID3
* xyz 0 1
C -2.173 -0.057 -0.187
O -1.054 -0.901 0.017
C 0.128 -0.254 -0.001
C 0.559 0.979 -0.410
N 1.917 1.091 -0.187
C 2.286 -0.042 0.341
N 1.232 -0.906 0.479
H -2.084 0.497 -1.129
H -2.276 0.653 0.642
H -3.048 -0.706 -0.230
H -0.010 1.786 -0.852
H 3.290 -0.306 0.646
H 1.233 -1.834 0.871
*
```

Computed properties:
- HOMO-LUMO gap: 9.105 eV
- E_tot: -340.7528 Ha
- HOMO energy: -8.23 eV
- ΔE to the lowest compared entry with this formula, charge and spin: 110.7 kJ/mol
- LUMO energy: 0.9 eV
- SMILES string: COc1cnc[nH]1

Löwdin atomic charge list, values in e, 6 entries: -0.0755, -0.0641, -0.3572, -0.1089, 0.0427, -0.2158

Computed, not measured: the molecule C4H6N2O, with the ωB97M-V functional and the def2-TZVPD basis.

Geometry as ORCA input:
```
! RIJCOSX wB97M-V def2-TZVPD def2/J DEFGRID3
* xyz 0 1
C -1.027 0.258 1.771
C -0.336 0.098 0.518
C -0.089 -1.183 0.019
N 0.594 -0.922 -1.189
C 0.637 0.406 -1.346
O 1.424 1.034 -2.331
N 0.046 1.056 -0.366
H -1.706 -0.634 2.034
H -0.369 0.648 2.637
H -1.681 1.332 1.499
H -0.218 -2.253 0.354
H 1.073 -1.717 -1.678
H 1.653 1.877 -1.921
*
```

Computed properties:
- HOMO-LUMO gap: 8.953 eV
- E_tot: -340.7381 Ha
- HOMO energy: -8.16 eV
- ΔE to the lowest compared entry with this formula, charge and spin: 149.2 kJ/mol
- LUMO energy: 0.8 eV
- SMILES string: Cc1c[nH]c(O)n1

Löwdin atomic charge list, values in e, 6 entries: -0.0933, -0.4516, -0.0524, 0.0877, -0.4279, 0.0538

Computed, not measured: the molecule C4H6N2O, with the ωB97M-V functional and the def2-TZVPD basis.

Geometry as ORCA input:
```
! RIJCOSX wB97M-V def2-TZVPD def2/J DEFGRID3
* xyz 0 1
C -1.146 0.694 -1.516
N 0.267 0.307 -1.213
C 0.573 -0.234 -0.025
C 0.253 0.247 1.282
C 0.692 -0.798 2.124
N 1.262 -1.784 1.418
O 1.117 -1.401 0.120
H -1.803 -0.109 -1.881
H -1.485 1.265 -0.714
H -1.117 1.416 -2.280
H 0.690 -0.061 -2.005
H -0.011 1.217 1.487
H 0.707 -0.761 3.202
*
```

Computed properties:
- HOMO-LUMO gap: 9.328 eV
- E_tot: -340.6914 Ha
- HOMO energy: -8.41 eV
- ΔE to the lowest compared entry with this formula, charge and spin: 271.6 kJ/mol
- LUMO energy: 0.9 eV
- SMILES string: CNc1ccno1

Löwdin atomic charge list, values in e, 6 entries: -0.0401, 0.0243, -0.3802, -0.0035, -0.1396, 0.0409

Computed, not measured: a cluster of 2 separate species, C4H6N2O in total, with the ωB97M-V functional and the def2-TZVPD basis.

Geometry as ORCA input:
```
! RIJCOSX wB97M-V def2-TZVPD def2/J DEFGRID3
* xyz 0 1
C 1.103 -0.667 -1.324
O 0.275 0.288 -2.013
C -0.934 0.465 -1.535
N -1.575 -0.130 -0.681
N -2.313 -0.314 0.312
C -0.130 0.889 2.063
C 1.007 1.189 2.327
H 2.061 -0.666 -1.845
H 1.227 -0.364 -0.280
H 0.641 -1.659 -1.383
H -2.967 -1.071 0.095
H -1.134 0.597 1.803
H 2.005 1.472 2.578
*
```

Computed properties:
- HOMO-LUMO gap: 9.266 eV
- E_tot: -340.5528 Ha
- HOMO energy: -9.06 eV
- ΔE to the lowest compared entry with this formula, charge and spin: 635.8 kJ/mol
- LUMO energy: 0.2 eV

Löwdin atomic charge list, values in e, 6 entries: -0.0463, -0.0962, -0.1262, -0.0837, 0.0578, -0.0202

Computed, not measured: a cluster of 2 separate species, C4H6N2O in total, with the ωB97M-V functional and the def2-TZVPD basis.

Geometry as ORCA input:
```
! RIJCOSX wB97M-V def2-TZVPD def2/J DEFGRID3
* xyz 0 3
C 1.687 -0.339 0.665
C 1.106 -1.575 -1.599
C 1.530 -0.891 -0.504
C -1.492 1.132 -0.002
N 1.929 0.240 1.688
N -1.647 -0.109 -0.172
O -1.869 1.893 1.000
H 1.538 -1.556 -2.526
H 0.154 -2.002 -1.439
H 2.912 0.467 1.827
H -0.907 1.742 -0.724
H -2.214 -0.738 0.457
H -2.725 1.736 1.328
*
```

Computed properties:
- HOMO-LUMO gap (alpha / beta): 7.076 / 7.602 eV
- E_tot: -340.5524 Ha
- HOMO energy (alpha / beta): -6.22 / -9.28 eV
- ΔE to the lowest compared entry with this formula, charge and spin: 122.0 kJ/mol
- LUMO energy (alpha / beta): 0.9 / -1.7 eV

Löwdin atomic charge list, values in e, 6 entries: -0.2231, -0.0274, -0.0487, -0.4035, 0.1225, 0.0963

Computed, not measured: the molecule C4H6N2O2, with the ωB97M-V functional and the def2-TZVPD basis.

Geometry as ORCA input:
```
! RIJCOSX wB97M-V def2-TZVPD def2/J DEFGRID3
* xyz 0 1
C 2.501 0.633 0.399
N 1.558 0.349 -0.427
C 0.279 0.929 -0.211
O -0.039 1.569 0.779
N -0.556 0.438 -1.212
C -0.889 -0.772 -0.618
C -1.926 -0.851 0.457
O -0.070 -1.730 -0.863
H 2.461 0.395 1.469
H 3.296 1.337 0.130
H -0.057 0.302 -2.084
H -2.501 0.076 0.498
H -1.450 -0.992 1.431
H -2.606 -1.684 0.251
*
```

Computed properties:
- HOMO-LUMO gap: 8.793 eV
- E_tot: -415.9121 Ha
- HOMO energy: -9.71 eV
- ΔE to the lowest compared entry with this formula, charge and spin: 337.4 kJ/mol
- LUMO energy: -0.9 eV
- SMILES string: C=NC(=O)NC(C)=O

Löwdin atomic charge list, values in e, 6 entries: 0.0640, 0.0836, -0.5419, 0.0926, 0.1118, -0.4446

Computed, not measured: the molecule C4H6N2O2, with the ωB97M-V functional and the def2-TZVPD basis.

Geometry as ORCA input:
```
! RIJCOSX wB97M-V def2-TZVPD def2/J DEFGRID3
* xyz 0 1
C 1.882 -0.655 -0.340
O 1.205 0.543 -0.844
C -0.106 0.383 -0.686
C -1.064 -0.128 -1.509
N -2.248 -0.236 -1.047
O -2.185 0.078 0.356
C -0.969 0.439 0.714
N -0.601 0.708 1.948
H 1.364 -0.773 0.652
H 3.001 -0.447 -0.215
H 1.694 -1.545 -1.022
H -0.987 -0.184 -2.626
H 0.319 1.053 2.053
H -1.305 0.763 2.566
*
```

Computed properties:
- HOMO-LUMO gap: 8.204 eV
- E_tot: -415.8759 Ha
- HOMO energy: -7.53 eV
- ΔE to the lowest compared entry with this formula, charge and spin: 432.5 kJ/mol
- LUMO energy: 0.7 eV
- SMILES string: COc1cnoc1N

Löwdin atomic charge list, values in e, 6 entries: -0.0544, -0.1306, -0.2593, -0.1891, 0.0413, 0.0037

Computed, not measured: the molecule C4H6N2O2, with the ωB97M-V functional and the def2-TZVPD basis.

Geometry as ORCA input:
```
! RIJCOSX wB97M-V def2-TZVPD def2/J DEFGRID3
* xyz 0 1
C 0.158 -2.270 0.971
C 0.030 0.970 -0.262
C -0.616 -0.388 -0.382
C 1.273 0.580 0.508
N -0.208 -1.431 0.212
N 2.348 0.217 -0.121
O 3.255 -0.552 0.360
O 2.489 0.205 -1.527
H 0.731 -3.106 1.122
H 0.123 1.620 -1.131
H -0.647 1.597 0.365
H -1.549 -0.424 -0.958
H 3.372 0.022 -1.609
H 1.086 0.216 1.459
*
```

Computed properties:
- HOMO-LUMO gap: 8.306 eV
- E_tot: -415.7467 Ha
- HOMO energy: -7.59 eV
- ΔE to the lowest compared entry with this formula, charge and spin: 771.7 kJ/mol
- LUMO energy: 0.7 eV

Löwdin atomic charge list, values in e, 6 entries: 0.1240, -0.1333, -0.1695, -0.0507, -0.0675, -0.2686

Computed, not measured: the molecule C4H6N2O2, with the ωB97M-V functional and the def2-TZVPD basis.

Geometry as ORCA input:
```
! RIJCOSX wB97M-V def2-TZVPD def2/J DEFGRID3
* xyz 0 1
C -0.684 -0.102 1.356
N -1.540 -0.121 0.392
O -1.007 0.723 -0.659
C -0.584 0.017 -1.693
C 0.600 -0.937 -1.040
N 1.594 -0.541 -0.350
O 1.248 0.740 0.294
C 0.519 0.798 1.436
H -0.887 -0.797 2.192
H -1.314 -0.672 -1.981
H -0.135 0.630 -2.444
H 0.732 -1.953 -1.393
H 1.064 0.346 2.414
H 0.394 1.868 1.476
*
```

Computed properties:
- HOMO-LUMO gap: 9.695 eV
- E_tot: -415.7907 Ha
- HOMO energy: -8.93 eV
- ΔE to the lowest compared entry with this formula, charge and spin: 656.0 kJ/mol
- LUMO energy: 0.8 eV
- SMILES string: C1=N\OC/C=N\OC/1

Löwdin atomic charge list, values in e, 6 entries: -0.1006, 0.1140, -0.1804, -0.1704, -0.0721, 0.1038

Computed, not measured: the molecule C4H6N2O2, with the ωB97M-V functional and the def2-TZVPD basis.

Geometry as ORCA input:
```
! RIJCOSX wB97M-V def2-TZVPD def2/J DEFGRID3
* xyz 0 1
O 2.392 -0.670 -0.818
C 1.568 -0.011 -0.118
O 1.661 -0.223 1.272
C 0.613 1.078 -0.444
N -0.641 1.295 -0.078
N -0.951 -0.114 0.404
C -2.544 -0.166 0.458
C -2.040 -0.920 -0.732
H 2.471 -0.943 1.127
H 0.973 2.018 -1.146
H -3.336 0.797 0.269
H -2.911 -0.568 1.500
H -2.112 -0.314 -1.830
H -1.944 -1.999 -0.818
*
```

Computed properties:
- HOMO-LUMO gap: 9.324 eV
- E_tot: -415.7961 Ha
- HOMO energy: -9.64 eV
- ΔE to the lowest compared entry with this formula, charge and spin: 642.1 kJ/mol
- LUMO energy: -0.3 eV
- SMILES string: O=C(O)/C=N\N1CC1

Löwdin atomic charge list, values in e, 6 entries: 0.0308, -0.4561, 0.0052, -0.1090, 0.0632, -0.0660

Computed, not measured: the molecule C4H6N2O2, with the ωB97M-V functional and the def2-TZVPD basis.

Geometry as ORCA input:
```
! RIJCOSX wB97M-V def2-TZVPD def2/J DEFGRID3
* xyz 0 1
C -1.833 -0.377 0.070
C -1.010 0.965 -0.240
N 0.154 0.369 0.504
O 1.312 0.857 -0.052
C 2.195 -0.083 0.033
O 1.376 -1.315 -0.188
C 0.193 -0.943 0.156
N -0.930 -1.433 -0.061
H -2.439 -0.253 0.968
H -2.685 -0.538 -0.701
H -1.538 1.842 0.322
H -0.544 1.333 -1.154
H 2.909 0.027 -0.691
H 2.840 -0.450 1.034
*
```

Computed properties:
- HOMO-LUMO gap: 10.099 eV
- E_tot: -415.8562 Ha
- HOMO energy: -9.19 eV
- ΔE to the lowest compared entry with this formula, charge and spin: 484.2 kJ/mol
- LUMO energy: 0.9 eV
- SMILES string: C1CN2OCOC2=N1

Löwdin atomic charge list, values in e, 6 entries: -0.2254, -0.0296, -0.0300, -0.0035, -0.1859, 0.1045

Computed, not measured: the molecule C4H6N2O2, with the ωB97M-V functional and the def2-TZVPD basis.

Geometry as ORCA input:
```
! RIJCOSX wB97M-V def2-TZVPD def2/J DEFGRID3
* xyz 0 1
O -2.823 -0.331 0.683
C -1.644 -0.114 -0.122
N -1.443 1.078 -0.638
O -0.099 1.587 -0.152
C 0.589 0.612 0.549
C 1.867 -0.091 0.397
C 0.697 -0.600 -0.447
N -0.672 -1.084 -0.380
H -1.971 1.565 0.108
H 0.371 0.303 1.509
H 2.156 -0.637 1.322
H 2.667 -0.163 -0.335
H 1.005 -0.132 -1.453
H -0.699 -1.994 -1.041
*
```

Computed properties:
- HOMO-LUMO gap: 9.019 eV
- E_tot: -415.7209 Ha
- HOMO energy: -9.20 eV
- ΔE to the lowest compared entry with this formula, charge and spin: 839.4 kJ/mol
- LUMO energy: -0.2 eV
- SMILES string: O=C1NO[C@@H]2C[C@H]2N1

Löwdin atomic charge list, values in e, 6 entries: -0.0907, -0.4265, 0.1423, -0.0399, -0.2845, -0.0305

Computed, not measured: the molecule C4H6N2O3, with the ωB97M-V functional and the def2-TZVPD basis.

Geometry as ORCA input:
```
! RIJCOSX wB97M-V def2-TZVPD def2/J DEFGRID3
* xyz 0 1
C 2.141 -0.632 0.505
O 1.457 -0.585 -0.777
N 0.205 -0.174 -0.507
C -0.946 -0.920 -0.463
C -1.881 0.037 -0.151
O -3.185 -0.174 0.154
N -1.346 1.280 -0.053
C -0.091 1.094 -0.295
O 0.839 2.088 -0.288
H 2.567 0.358 0.667
H 1.419 -0.860 1.248
H 2.934 -1.444 0.489
H -0.899 -1.986 -0.294
H -3.584 -0.807 -0.506
H 0.370 2.724 0.271
*
```

Computed properties:
- HOMO-LUMO gap: 8.960 eV
- E_tot: -491.1640 Ha
- HOMO energy: -8.22 eV
- ΔE to the lowest compared entry with this formula, charge and spin: 359.5 kJ/mol
- LUMO energy: 0.7 eV
- SMILES string: COn1cc(O)nc1O

Löwdin atomic charge list, values in e, 6 entries: -0.0254, -0.0589, -0.1150, 0.0226, -0.4055, 0.0428

Computed, not measured: a structure of composition C4H6N2O3S3SbZr, with the ωB97M-V functional and the def2-TZVPD basis.

Geometry as ORCA input:
```
! RIJCOSX wB97M-V def2-TZVPD def2/J DEFGRID3
* xyz 0 2
Zr -0.612 0.776 -0.337
N 0.316 -0.067 1.837
C 1.509 0.800 2.113
C 1.886 1.159 0.708
O 0.925 1.932 0.137
N 2.790 0.505 0.105
C 2.657 0.434 -1.376
C 1.205 0.086 -1.682
O 0.442 0.837 -2.331
O 0.630 -0.802 -0.932
H -0.311 -0.117 2.632
H 0.628 -1.008 1.613
H 2.309 0.288 2.635
H 1.174 1.668 2.671
H 3.320 -0.351 -1.732
H 2.892 1.365 -1.884
S -2.400 1.901 -1.779
Sb -3.702 1.113 0.075
S -2.479 -0.943 0.213
S -1.998 2.114 1.486
*
```

Computed properties:
- HOMO-LUMO gap (alpha / beta): 8.604 / 5.594 eV
- E_tot: -1973.3071 Ha
- HOMO energy (alpha / beta): -8.99 / -8.83 eV
- ΔE to the lowest compared entry with this formula, charge and spin: 74.5 kJ/mol
- LUMO energy (alpha / beta): -0.4 / -3.2 eV

Löwdin atomic charge list, values in e, 6 entries: 0.9850, -0.0589, -0.1387, -0.5076, -0.2791, 0.1189

Computed, not measured: a cluster of 2 separate species, C4H6N2O6 in total, with the ωB97M-V functional and the def2-TZVPD basis.

Geometry as ORCA input:
```
! RIJCOSX wB97M-V def2-TZVPD def2/J DEFGRID3
* xyz 0 1
C -0.026 1.193 1.898
C 0.192 1.117 0.621
C 0.351 1.669 -0.596
O 1.580 1.469 -1.220
N -0.808 1.617 -1.480
O -1.781 1.011 -1.201
O -0.644 2.203 -2.495
H -0.352 0.354 2.508
H -0.062 2.054 2.484
H 1.563 1.790 -2.089
O 1.297 -2.536 0.195
N 0.299 -1.841 -0.184
O 0.210 -1.374 -1.459
C -0.616 -1.402 0.644
O -0.749 -1.914 1.915
H 1.182 -1.744 -1.823
H -1.448 -0.931 0.248
H -0.190 -2.735 2.034
*
```

Computed properties:
- HOMO-LUMO gap: 8.144 eV
- E_tot: -716.6322 Ha
- HOMO energy: -8.67 eV
- ΔE to the lowest compared entry with this formula, charge and spin: 413.9 kJ/mol
- LUMO energy: -0.5 eV
- SMILES string: C=C=C(O)[N+](=O)[O-].[O-]/[N+](O)=C\O

Löwdin atomic charge list, values in e, 6 entries: 0.0765, 0.0098, -0.2061, 0.0728, -0.3962, 0.1183

Computed, not measured: a structure of composition C4H6N2OS, with the ωB97M-V functional and the def2-TZVPD basis.

Geometry as ORCA input:
```
! RIJCOSX wB97M-V def2-TZVPD def2/J DEFGRID3
* xyz 0 1
C 0.733 -1.613 0.837
C 0.668 -0.356 0.034
C 1.481 0.377 -0.738
C -0.756 0.251 -0.085
H -0.151 -2.372 0.725
H 0.499 -1.383 1.940
H 1.704 -2.219 0.939
H 2.531 0.068 -1.057
H 0.642 1.193 -2.275
H -2.568 2.277 0.605
N 0.845 1.380 -1.345
N -1.767 -0.034 0.560
O -0.480 1.679 -0.702
S -3.382 0.752 0.562
*
```

Computed properties:
- HOMO-LUMO gap: 8.533 eV
- E_tot: -738.7586 Ha
- HOMO energy: -8.39 eV
- ΔE to the lowest compared entry with this formula, charge and spin: 646.2 kJ/mol
- LUMO energy: 0.1 eV

Löwdin atomic charge list, values in e, 6 entries: -0.0959, -0.2190, -0.1191, -0.3254, 0.1063, 0.0909

Computed, not measured: a cluster of 2 separate species, C4H6N2OS in total, with the ωB97M-V functional and the def2-TZVPD basis.

Geometry as ORCA input:
```
! RIJCOSX wB97M-V def2-TZVPD def2/J DEFGRID3
* xyz 0 1
C -1.469 1.421 -1.038
C -0.273 0.912 -1.371
C -0.654 0.187 0.707
C 1.560 -0.438 -0.141
N -1.753 0.868 0.181
N 0.219 0.183 -0.276
O 1.328 -2.650 3.248
S 0.251 -2.720 2.248
H -2.212 1.911 -1.787
H 0.262 1.247 -2.212
H 2.288 0.219 0.237
H 1.414 -1.152 0.715
H 1.657 -1.052 -1.126
H -2.619 1.064 0.617
*
```

Computed properties:
- HOMO-LUMO gap (alpha / beta): 7.401 / 7.358 eV
- E_tot: -738.8156 Ha
- HOMO energy (alpha / beta): -8.39 / -8.30 eV
- ΔE to the lowest compared entry with this formula, charge and spin: 496.4 kJ/mol
- LUMO energy (alpha / beta): -1.0 / -0.9 eV

Löwdin atomic charge list, values in e, 6 entries: -0.1361, -0.1054, -0.1129, -0.0335, 0.0011, -0.1893